[1]
The following is a DFT calculation (wB97M-V/def2-TZVPD) of a cluster of 2 separate species, C5H6 in total at a distorted geometry.

Computed properties:
SMILES = C=C=C.C#C
Max |F| = 0.11410 hartree/bohr
Gap between HOMO and LUMO = 10.98 eV
HOMO level = -10.036 eV

Each line ends with the Löwdin charge.
Cartesian coordinates (Å):
C1 -2.283 -0.844 0.014  0.03
C2 -1.331 0.075 0.000  -0.21
C3 3.091 -0.303 0.045  0.00
C4 1.907 -0.428 0.054  -0.01
C5 -0.569 1.129 0.006  -0.07
H1 -1.824 -1.816 0.067  0.06
H2 4.125 -0.209 0.071  0.00
H3 -3.221 -0.533 -0.134  0.02
H4 0.820 -0.426 0.015  -0.03
H5 -0.430 1.833 0.878  0.10
H6 -0.284 1.523 -1.017  0.10

Cartesian forces (eV/Å) of the 3 atoms listed first:
C 5.9 0.1 0.3
C -1.8 0.6 0.5
C -0.2 -0.1 0.1

[2]
The following is a DFT calculation (wB97M-V/def2-TZVPD) of a structure of composition C29H42AlN9P2S2.

Computed properties:
Max |F| = 0.00937 hartree/bohr
Gap between HOMO and LUMO = 7.51 eV
HOMO level = -13.588 eV
Charge = +2

Each line ends with the Löwdin charge.
Cartesian coordinates (Å):
Al1 -0.461 0.095 0.258  0.00
N1 -3.816 0.273 3.117  0.12
C1 -2.687 -0.015 2.461  -0.78
S1 -2.773 -0.463 0.789  0.78
N2 -1.566 0.030 3.159  0.04
N3 -0.512 -0.268 2.386  -0.09
C2 0.602 -0.567 2.922  -0.03
C3 1.640 -0.972 1.977  -0.20
C4 2.852 -1.501 2.381  0.03
C5 3.719 -2.012 1.429  0.00
C6 3.354 -1.965 0.092  -0.01
C7 2.154 -1.374 -0.240  -0.15
N4 1.304 -0.880 0.671  0.06
H1 -4.700 0.106 2.671  0.10
H2 -3.789 0.364 4.121  0.12
H3 0.743 -0.616 3.997  0.15
H4 3.087 -1.540 3.438  0.13
H5 4.666 -2.448 1.724  0.13
H6 3.997 -2.360 -0.683  0.13
H7 1.861 -1.265 -1.273  0.08
C8 -0.232 -3.024 -1.997  -0.21
P1 -0.888 -1.314 -2.000  1.03
C9 0.128 -0.585 -3.370  -0.38
N5 0.074 -1.248 -4.502  0.13
C10 0.833 -0.859 -5.544  -0.19
C11 0.725 -1.514 -6.794  0.00
C12 1.506 -1.098 -7.829  -0.04
C13 2.444 -0.044 -7.662  -0.04
C14 2.587 0.585 -6.463  0.00
C15 1.760 0.199 -5.381  -0.19
N6 1.852 0.831 -4.195  0.13
C16 1.042 0.503 -3.212  -0.40
P2 1.198 1.481 -1.647  1.06
C17 3.025 1.527 -1.469  -0.21
C18 0.869 3.268 -2.221  -0.67
C19 0.888 4.204 -1.000  -0.09
C20 -0.505 3.291 -2.900  -0.09
C21 1.926 3.804 -3.196  -0.09
C22 -2.640 -1.560 -2.710  -0.67
C23 -2.699 -2.171 -4.117  -0.09
C24 -3.412 -2.538 -1.808  -0.10
C25 -3.291 -0.169 -2.764  -0.10
H8 -0.312 -3.412 -3.010  0.05
H9 -0.826 -3.635 -1.319  0.06
H10 0.805 -3.076 -1.686  0.03
H11 0.020 -2.329 -6.901  0.12
H12 1.419 -1.580 -8.794  0.12
H13 3.055 0.258 -8.504  0.12
H14 3.306 1.382 -6.316  0.12
H15 3.467 1.543 -2.464  0.05
H16 3.417 0.682 -0.913  0.02
H17 3.305 2.437 -0.938  0.05
H18 -0.079 4.248 -0.508  0.05
H19 1.122 5.216 -1.339  0.10
H20 1.649 3.928 -0.265  0.07
H21 -1.287 2.894 -2.248  0.06
H22 -0.502 2.707 -3.825  0.08
H23 -0.769 4.320 -3.159  0.10
H24 2.877 3.997 -2.696  0.09
H25 1.559 4.760 -3.582  0.10
H26 2.102 3.145 -4.039  0.06
H27 -2.205 -3.142 -4.174  0.08
H28 -2.290 -1.526 -4.883  0.07
H29 -3.759 -2.333 -4.337  0.10
H30 -2.968 -3.536 -1.834  0.08
H31 -4.425 -2.632 -2.210  0.10
H32 -3.498 -2.230 -0.775  0.00
H33 -2.776 0.476 -3.484  0.08
H34 -3.286 0.318 -1.786  0.01
H35 -4.332 -0.264 -3.083  0.10
C26 1.093 4.521 3.696  -0.09
C27 0.942 3.076 3.215  -0.22
C28 -0.098 2.902 2.159  -0.55
N7 -0.064 2.027 1.217  -0.01
N8 -1.172 2.008 0.401  -0.06
C29 -2.078 2.892 0.749  -0.67
N9 -3.252 3.039 0.134  0.17
S2 -1.555 3.853 2.094  1.20
H36 1.845 4.578 4.480  0.09
H37 0.158 4.904 4.114  0.07
H38 1.402 5.180 2.882  0.09
H39 0.669 2.434 4.060  0.12
H40 1.885 2.699 2.816  0.12
H41 -3.542 2.349 -0.540  0.10
H42 -3.940 3.690 0.469  0.12

Cartesian forces (eV/Å) of the 3 atoms listed first:
Al -0.4 -0.2 0.1
N 0.0 0.0 -0.1
C 0.1 0.0 0.1

[3]
The following is a DFT calculation (wB97M-V/def2-TZVPD) of a structure of composition C21H11BrCl3MoN3O2SbSe4.

Computed properties:
Max |F| = 0.00581 hartree/bohr
Gap between HOMO and LUMO (alpha / beta) = 5.25 / 5.24 eV
HOMO level (alpha / beta) = -10.822 / -10.822 eV
Charge = +1

Each line ends with the Löwdin charge.
Cartesian coordinates (Å):
Mo1 -0.225 -0.180 -0.294  0.90
Cl1 -1.220 -5.733 4.366  0.72
C1 -0.693 -4.534 3.244  -0.66
C2 -1.616 -3.651 2.710  -0.11
C3 -1.164 -2.702 1.814  -0.53
Cl2 -2.278 -1.540 1.151  0.80
C4 0.169 -2.605 1.420  -0.45
O1 0.619 -1.710 0.541  -0.47
C5 1.073 -3.504 2.004  -0.58
Cl3 2.740 -3.371 1.596  0.76
C6 0.650 -4.465 2.902  -0.10
H1 -2.658 -3.700 2.990  0.12
H2 1.362 -5.152 3.334  0.12
Br1 -2.270 7.211 10.545  0.78
C7 -2.032 6.226 8.955  -0.69
C8 -3.151 5.789 8.254  -0.11
C9 -2.988 5.068 7.087  -0.01
C10 -1.700 4.788 6.636  -0.25
C11 -0.586 5.219 7.345  -0.02
C12 -0.748 5.949 8.511  -0.11
N1 -1.420 4.049 5.454  0.07
N2 -2.403 3.822 4.733  0.08
C13 -2.120 3.081 3.551  -0.17
C14 -2.939 3.369 2.486  0.02
C15 -2.778 2.772 1.221  0.05
C16 -1.786 1.843 1.078  -0.31
O2 -1.514 1.188 -0.069  -0.37
C17 -0.970 1.486 2.165  -0.17
N3 -0.071 0.512 1.880  -0.03
C18 0.747 0.105 2.832  -0.09
C19 0.684 0.630 4.127  0.00
C20 -0.236 1.603 4.432  0.05
C21 -1.100 2.089 3.426  -0.06
H3 -4.140 6.015 8.626  0.11
H4 -3.845 4.720 6.529  0.11
H5 0.402 4.987 6.970  0.12
H6 0.108 6.299 9.069  0.11
H7 -3.721 4.101 2.635  0.13
H8 -3.417 3.038 0.391  0.13
H9 1.467 -0.660 2.570  0.11
H10 1.361 0.251 4.878  0.12
H11 -0.297 2.005 5.431  0.11
Se1 -0.566 0.569 -5.564  -0.06
Sb1 0.771 -0.555 -4.046  0.35
Se2 2.091 0.539 -0.532  0.29
Se3 -1.160 -1.346 -2.051  0.18
Se4 0.718 1.408 -2.156  0.05

Cartesian forces (eV/Å) of the 3 atoms listed first:
Mo -0.1 0.1 -0.2
Cl 0.0 0.0 0.0
C 0.0 0.0 0.0

[4]
The following is a DFT calculation (wB97M-V/def2-TZVPD) of the molecule C3H4N4 at a distorted geometry.

Computed properties:
SMILES = C1=CNN=CN=N1
Max |F| = 0.09730 hartree/bohr
Gap between HOMO and LUMO = 7.88 eV
HOMO level = -8.258 eV

Each line ends with the Löwdin charge.
Cartesian coordinates (Å):
C1 -1.102 0.117 -0.212  -0.09
C2 -0.337 -0.587 -1.199  -0.18
C3 1.312 -0.171 0.771  -0.19
H1 -1.476 1.243 1.412  0.12
H2 -2.249 0.184 -0.438  0.14
H3 -0.678 -1.147 -2.138  0.12
H4 2.221 -0.666 1.272  0.12
N1 -0.737 0.772 0.940  -0.05
N2 0.892 -0.174 -1.449  -0.06
N3 1.697 -0.003 -0.596  0.03
N4 0.458 0.433 1.637  0.06

Cartesian forces (eV/Å) of the 3 atoms listed first:
C -1.8 -1.3 -2.1
C -4.5 0.2 0.7
C 0.9 0.2 4.9

[5]
The following is a DFT calculation (wB97M-V/def2-TZVPD) of a cluster of 4 separate species, C2H10O4 in total at a distorted geometry.

Computed properties:
SMILES = CC=O.O.O.O
Max |F| = 0.02302 hartree/bohr
Gap between HOMO and LUMO = 11.05 eV
HOMO level = -10.445 eV

Each line ends with the Löwdin charge.
Cartesian coordinates (Å):
O1 -0.449 -0.245 2.045  0.02
C1 -0.396 0.910 1.694  -0.31
C2 0.853 1.586 1.197  -0.04
H1 -1.282 1.557 1.762  0.12
H2 0.993 2.456 1.833  0.08
H3 1.705 0.907 1.243  0.09
H4 0.684 1.947 0.183  0.09
H5 -2.044 -1.310 0.634  0.01
H6 -3.396 -1.818 0.796  0.05
O2 -2.684 -1.860 0.144  -0.06
H7 -1.080 -1.087 -1.119  0.00
H8 0.341 -1.592 -1.078  0.06
O3 -0.242 -1.008 -1.592  -0.05
H9 1.796 -0.280 -2.023  -0.01
H10 2.651 -0.318 -3.276  0.04
O4 2.549 0.155 -2.444  -0.06

Cartesian forces (eV/Å) of the 3 atoms listed first:
O -0.3 0.0 -0.2
C 0.7 -0.1 0.0
C -0.5 -0.3 0.2

[6]
The following is a DFT calculation (wB97M-V/def2-TZVPD) of a structure of composition C4H6CeO7 at a distorted geometry.

Computed properties:
2S+1 = 2
Max |F| = 0.09227 hartree/bohr
Gap between HOMO and LUMO (alpha / beta) = 5.14 / 5.76 eV
HOMO level (alpha / beta) = -20.841 / -20.842 eV
Charge = +3

Each line ends with the Löwdin charge.
Cartesian coordinates (Å):
O1 -0.182 -0.402 2.447  0.12
C1 -0.063 -0.953 1.205  -0.04
C2 1.396 -1.125 0.787  -0.03
O2 1.981 -2.148 1.602  0.13
C3 1.171 -3.154 1.804  -0.53
O3 -0.050 -2.934 1.815  0.16
O4 1.754 -4.306 1.740  0.27
H1 -1.081 -0.473 2.793  0.17
H2 -0.969 -1.356 0.747  0.17
H3 1.975 -0.217 0.986  0.17
H4 1.478 -1.434 -0.259  0.16
H5 1.386 -4.861 1.035  0.19
O5 -0.205 2.385 1.549  0.30
C4 -0.328 1.979 0.328  -0.67
O6 -0.529 0.729 -0.021  -0.11
O7 -0.155 2.775 -0.618  -0.06
Ce1 -1.276 1.745 -2.329  2.46
H6 -0.455 1.672 2.176  0.17

Cartesian forces (eV/Å) of the 3 atoms listed first:
O 0.4 -0.1 -2.7
C -0.3 -2.0 4.3
C -0.1 0.0 0.4

Among the records above, which one has the highest max |F|?
C5H6

Look up the max |F| of the second one.
0.00937 hartree/bohr

max |F| of number 2 (C29H42AlN9P2S2)?
0.00937 hartree/bohr